No. 1
Below is an isolated molecule of C3H3F2NO in a non-equilibrium geometry, with properties calculated with ωB97M-V/def2-TZVPD.

```
10
Properties=species:S:1:pos:R:3:forces:R:3
O 2.908 0.470 -0.004 -1.214 -0.347 0.203
C 1.867 -0.166 0.016 0.867 0.386 -0.353
N 0.609 0.369 -0.052 -0.419 0.296 0.413
C -0.588 -0.407 -0.025 1.654 -0.080 -0.062
C -1.772 0.130 0.003 -1.257 1.439 -0.142
F -2.010 1.447 -0.013 0.500 -0.189 0.122
F -2.933 -0.479 0.007 -0.052 -0.685 0.016
H 1.871 -1.261 0.042 -0.118 -0.243 0.004
H 0.552 1.380 0.109 -0.062 -0.625 -0.301
H -0.502 -1.482 -0.083 0.102 0.048 0.100
```
Positions in Å, forces in eV/Å.

Computed properties:
SMILES string: O=CNC=C(F)F
HOMO level: -9.350 eV
2S+1: 1
Energy: -12131.39007 eV
Frontier orbital gap: 10.074 eV

Atomic partial charges in e from the natural (NBO) method, atoms 1 to 8: number 1, O, carries -0.58; number 2, C, carries 0.53; number 3, N, carries -0.61; number 4, C, carries -0.20; number 5, C, carries 0.70; number 6, F, carries -0.32; number 7, F, carries -0.29; number 8, H, carries 0.11

=====

No. 2
Below is a cluster of 2 separate species, C3H3F3 in total in a non-equilibrium geometry, with properties calculated with ωB97M-V/def2-TZVPD.

```
9
Properties=species:S:1:pos:R:3:forces:R:3
C -0.392 0.291 -1.136 1.235 0.365 -1.046
C -0.791 -0.028 0.036 0.281 -1.466 1.424
C -1.082 -0.362 1.262 -0.423 0.395 -1.073
F -2.050 -1.198 1.627 0.645 -0.059 0.119
F -0.543 0.270 2.275 -0.175 0.122 0.910
H 0.547 0.164 -1.705 -0.553 -0.816 0.761
H -1.040 0.929 -1.635 -1.078 1.486 -1.131
F 2.709 0.224 0.051 -0.157 -1.337 -2.179
H 2.643 -0.291 -0.775 0.226 1.310 2.214
```
Positions in Å, forces in eV/Å.

Computed properties:
SMILES string: C=C=C(F)F.F
HOMO level: -9.524 eV
2S+1: 1
Energy: -11309.26724 eV
Frontier orbital gap: 10.054 eV

Atomic partial charges in e from the natural (NBO) method, atoms 1 to 8: number 1, C, carries -0.37; number 2, C, carries -0.13; number 3, C, carries 0.69; number 4, F, carries -0.30; number 5, F, carries -0.29; number 6, H, carries 0.20; number 7, H, carries 0.20; number 8, F, carries -0.56

=====

No. 3
Below is a cluster of 2 separate species, C3H3F5N4O2S in total in a non-equilibrium geometry, with properties calculated with ωB97M-V/def2-TZVPD.

```
18
Properties=species:S:1:pos:R:3:forces:R:3
N 3.626 -0.626 0.302 -0.439 1.317 -0.234
C 2.353 -0.323 0.020 -3.648 -0.522 -0.433
N 1.278 -1.299 0.017 -1.012 6.093 -1.187
C 0.157 -0.456 -0.291 2.750 0.640 0.354
S -1.519 -1.271 -0.352 -1.313 -7.363 -0.011
O -1.511 -2.305 0.738 0.671 3.912 -2.039
O -1.798 -1.963 -1.645 1.108 3.348 2.213
C -2.804 0.005 0.120 -2.977 3.092 2.801
F -3.623 0.393 -0.931 2.585 -1.001 2.319
F -3.621 -0.595 1.102 2.121 1.039 -2.773
F -2.176 1.089 0.768 -0.942 -3.399 -2.492
N 0.454 0.925 -0.492 -0.299 -4.290 0.684
N 1.804 0.957 -0.298 2.202 -2.438 0.703
F 2.537 2.090 -0.358 -0.770 -0.472 -0.001
H 4.270 0.152 0.470 -0.177 -0.732 -0.141
H 3.932 -1.596 0.421 -0.452 0.650 -0.033
H -0.175 1.719 -0.703 0.452 -0.156 0.437
F -3.183 3.103 1.111 0.142 0.280 -0.167
```
Positions in Å, forces in eV/Å.

Computed properties:
HOMO level: -6.294 eV
2S+1: 1
Energy: -37626.79936 eV
Frontier orbital gap: 3.694 eV

Atomic partial charges in e from the natural (NBO) method, atoms 1 to 8: number 1, N, carries -0.76; number 2, C, carries 0.54; number 3, N, carries -0.38; number 4, C, carries 0.18; number 5, S, carries 1.91; number 6, O, carries -0.82; number 7, O, carries -0.81; number 8, C, carries 0.78

=====

No. 4
Below is an isolated molecule of C3H3F6NO in a non-equilibrium geometry, with properties calculated with ωB97M-V/def2-TZVPD.

```
14
Properties=species:S:1:pos:R:3:forces:R:3
N 0.844 0.294 -1.633 -4.118 2.386 -3.618
C -0.276 0.743 -0.872 1.193 -0.848 0.169
F -0.277 2.074 -0.651 -0.080 0.871 -0.208
F -1.444 0.471 -1.495 -0.059 -0.131 0.335
C -0.201 0.143 0.629 -0.149 0.499 -1.733
O 1.036 0.439 1.180 -0.675 1.052 0.756
F -1.142 0.790 1.334 -0.788 0.098 0.422
C -0.477 -1.389 0.713 0.532 -1.224 0.351
F -0.265 -2.062 -0.438 -0.180 0.702 0.434
F -1.700 -1.725 1.152 0.449 0.622 -0.307
F 0.419 -1.846 1.600 -0.326 -0.628 0.106
H 1.171 0.924 -2.420 -0.634 -1.072 1.738
H 1.469 0.039 -1.004 4.331 -1.263 2.764
H 0.842 1.106 1.904 0.504 -1.063 -1.212
```
Positions in Å, forces in eV/Å.

Computed properties:
SMILES string: NC(F)(F)[C@@](O)(F)C(F)(F)F
HOMO level: -11.019 eV
2S+1: 1
Energy: -23002.21918 eV
Frontier orbital gap: 11.657 eV

Atomic partial charges in e from the natural (NBO) method, atoms 1 to 8: number 1, N, carries -0.84; number 2, C, carries 0.76; number 3, F, carries -0.34; number 4, F, carries -0.32; number 5, C, carries 0.46; number 6, O, carries -0.70; number 7, F, carries -0.31; number 8, C, carries 0.92

=====

No. 5
Below is a cluster of 2 separate species, C3H3FIO2 in total in a non-equilibrium geometry, with properties calculated with ωB97M-V/def2-TZVPD.

```
10
Properties=species:S:1:pos:R:3:forces:R:3
C -1.580 -2.223 -0.225 1.473 0.662 0.569
C -0.190 0.046 0.118 3.183 -4.335 0.382
C -1.402 -0.747 0.096 -2.478 0.003 -0.190
O -1.522 -1.915 -1.435 0.069 0.805 -1.244
O -1.553 -3.265 0.352 -0.436 -0.746 1.085
F -1.744 0.292 2.383 0.284 -0.383 -0.760
I -3.172 0.334 -0.203 -0.047 0.068 0.217
H 0.374 -0.079 -0.818 -0.409 0.103 -0.079
H -0.268 1.012 0.394 -0.741 3.020 0.830
H 0.494 -0.471 0.884 -0.898 0.803 -0.811
```
Positions in Å, forces in eV/Å.

Computed properties:
Total charge: -1
HOMO level: -4.677 eV
2S+1: 1
Energy: -18071.71688 eV
Frontier orbital gap: 7.634 eV

Atomic partial charges in e from the natural (NBO) method, atoms 1 to 8: number 1, C, carries 0.69; number 2, C, carries -0.72; number 3, C, carries 0.18; number 4, O, carries -0.60; number 5, O, carries -0.62; number 6, F, carries -0.87; number 7, I, carries 0.21; number 8, H, carries 0.24

=====

No. 6
Below is a structure of composition C3H3FKO3 in a non-equilibrium geometry, with properties calculated with ωB97M-V/def2-TZVPD.

```
11
Properties=species:S:1:pos:R:3:forces:R:3
H 0.876 -2.561 0.222 -0.106 0.274 0.021
O -2.439 0.184 0.362 0.880 -0.761 -0.359
O -0.600 0.053 -1.119 0.207 -0.307 -0.790
O -0.582 -1.198 0.805 1.412 -1.127 -0.745
C 0.557 -1.529 0.051 -1.550 0.604 0.819
C 0.198 -1.100 -1.354 -0.221 0.009 -0.041
C -1.235 -0.047 0.201 -0.501 1.497 0.905
F 1.652 -0.692 0.477 -0.018 -0.211 -0.020
H 1.073 -0.835 -1.960 -0.166 -0.127 0.098
H -0.387 -1.892 -1.846 0.198 0.120 0.038
K 0.881 1.819 0.132 -0.134 0.029 0.074
```
Positions in Å, forces in eV/Å.

Computed properties:
HOMO level (alpha / beta): -4.845 / -9.011 eV
2S+1: 2
Energy: -28342.93886 eV
Frontier orbital gap (alpha / beta): 4.173 / 8.127 eV

Atomic partial charges in e from the natural (NBO) method, atoms 1 to 8: number 1, H, carries 0.18; number 2, O, carries -0.68; number 3, O, carries -0.63; number 4, O, carries -0.55; number 5, C, carries 0.42; number 6, C, carries -0.14; number 7, C, carries 0.56; number 8, F, carries -0.44

=====

Copy entry 2 word for word.
Below is a cluster of 2 separate species, C3H3F3 in total in a non-equilibrium geometry, with properties calculated with ωB97M-V/def2-TZVPD.

```
9
Properties=species:S:1:pos:R:3:forces:R:3
C -0.392 0.291 -1.136 1.235 0.365 -1.046
C -0.791 -0.028 0.036 0.281 -1.466 1.424
C -1.082 -0.362 1.262 -0.423 0.395 -1.073
F -2.050 -1.198 1.627 0.645 -0.059 0.119
F -0.543 0.270 2.275 -0.175 0.122 0.910
H 0.547 0.164 -1.705 -0.553 -0.816 0.761
H -1.040 0.929 -1.635 -1.078 1.486 -1.131
F 2.709 0.224 0.051 -0.157 -1.337 -2.179
H 2.643 -0.291 -0.775 0.226 1.310 2.214
```
Positions in Å, forces in eV/Å.

Computed properties:
SMILES string: C=C=C(F)F.F
HOMO level: -9.524 eV
2S+1: 1
Energy: -11309.26724 eV
Frontier orbital gap: 10.054 eV

Atomic partial charges in e from the natural (NBO) method, atoms 1 to 8: number 1, C, carries -0.37; number 2, C, carries -0.13; number 3, C, carries 0.69; number 4, F, carries -0.30; number 5, F, carries -0.29; number 6, H, carries 0.20; number 7, H, carries 0.20; number 8, F, carries -0.56

=====

Among the records above, which one has the highest energy? C3H3F3

=====

Copy entry 3 word for word.
Below is a cluster of 2 separate species, C3H3F5N4O2S in total in a non-equilibrium geometry, with properties calculated with ωB97M-V/def2-TZVPD.

```
18
Properties=species:S:1:pos:R:3:forces:R:3
N 3.626 -0.626 0.302 -0.439 1.317 -0.234
C 2.353 -0.323 0.020 -3.648 -0.522 -0.433
N 1.278 -1.299 0.017 -1.012 6.093 -1.187
C 0.157 -0.456 -0.291 2.750 0.640 0.354
S -1.519 -1.271 -0.352 -1.313 -7.363 -0.011
O -1.511 -2.305 0.738 0.671 3.912 -2.039
O -1.798 -1.963 -1.645 1.108 3.348 2.213
C -2.804 0.005 0.120 -2.977 3.092 2.801
F -3.623 0.393 -0.931 2.585 -1.001 2.319
F -3.621 -0.595 1.102 2.121 1.039 -2.773
F -2.176 1.089 0.768 -0.942 -3.399 -2.492
N 0.454 0.925 -0.492 -0.299 -4.290 0.684
N 1.804 0.957 -0.298 2.202 -2.438 0.703
F 2.537 2.090 -0.358 -0.770 -0.472 -0.001
H 4.270 0.152 0.470 -0.177 -0.732 -0.141
H 3.932 -1.596 0.421 -0.452 0.650 -0.033
H -0.175 1.719 -0.703 0.452 -0.156 0.437
F -3.183 3.103 1.111 0.142 0.280 -0.167
```
Positions in Å, forces in eV/Å.

Computed properties:
HOMO level: -6.294 eV
2S+1: 1
Energy: -37626.79936 eV
Frontier orbital gap: 3.694 eV

Atomic partial charges in e from the natural (NBO) method, atoms 1 to 8: number 1, N, carries -0.76; number 2, C, carries 0.54; number 3, N, carries -0.38; number 4, C, carries 0.18; number 5, S, carries 1.91; number 6, O, carries -0.82; number 7, O, carries -0.81; number 8, C, carries 0.78